ORCA calculation (wB97M-V/def2-TZVPD) on the molecule C4HIS.

The geometry in XYZ format:
```
7
Properties=species:S:1:pos:R:3
I 2.75 0.04 -0.35
C 0.80 -0.26 0.20
C -0.21 0.87 -0.14
S -1.87 0.15 0.05
C -1.42 -1.53 0.28
C -0.13 -1.22 0.34
H 0.07 1.95 -0.38
```

Calculated values
relative energy (zero: lowest compared OMol25 entry of this formula, charge and spin)	19.5	kcal per mole
net charge	0
SMILES	IC1=CS2#CC=21

So, what does the Mulliken scheme give us? The charges, in e, come out as: atom 1 (I): 0.19, atom 2 (C): -0.67, atom 3 (C): -0.22, atom 4 (S): 0.04, atom 5 (C): -0.36, atom 6 (C): 0.68, atom 7 (H): 0.33

***

ORCA calculation (wB97M-V/def2-TZVPD) on a structure of composition C33H53BMnN4O7P2.

The geometry in XYZ format:
```
101
Properties=species:S:1:pos:R:3
Mn 0.05 -0.52 0.76
C 4.04 -2.07 1.96
C 3.71 -0.59 2.11
C 5.01 0.22 2.18
C 2.99 -0.41 3.45
P 2.51 -0.07 0.77
C 2.64 1.80 0.84
N 1.30 2.33 0.90
B 0.14 1.52 0.63
N -0.96 2.41 0.96
C -2.31 1.93 1.01
P -2.23 0.15 0.45
C -3.62 -0.65 1.44
C -4.01 -1.98 0.78
C -3.06 -0.99 2.82
C -4.88 0.20 1.64
C -2.78 0.31 -1.35
C -4.22 0.77 -1.54
C -2.57 -1.01 -2.10
C -1.85 1.35 -2.00
C -0.49 3.62 1.43
C -1.15 4.72 1.93
C -0.38 5.80 2.38
C 1.00 5.77 2.34
C 1.68 4.65 1.84
C 0.93 3.58 1.39
C 3.25 -0.42 -0.93
C 4.69 0.04 -1.13
C 2.34 0.32 -1.92
C 3.16 -1.92 -1.27
H 4.50 -2.43 2.89
H 4.76 -2.25 1.16
H 3.15 -2.68 1.77
H 5.70 -0.30 2.85
H 4.85 1.21 2.61
H 5.51 0.34 1.22
H 3.70 -0.60 4.25
H 2.15 -1.09 3.55
H 2.61 0.61 3.58
H 3.18 2.15 -0.04
H 3.22 2.11 1.71
H -2.99 2.50 0.37
H -2.73 1.98 2.02
H -3.14 -2.59 0.54
H -4.58 -1.83 -0.14
H -4.64 -2.55 1.47
H -2.23 -1.70 2.73
H -3.84 -1.47 3.41
H -2.73 -0.11 3.36
H -5.39 0.44 0.71
H -4.66 1.14 2.15
H -5.58 -0.35 2.27
H -4.94 0.01 -1.26
H -4.38 0.99 -2.60
H -4.45 1.69 -0.99
H -3.24 -1.80 -1.75
H -1.55 -1.37 -2.02
H -2.80 -0.84 -3.16
H -2.01 2.36 -1.62
H -2.06 1.36 -3.08
H -0.80 1.10 -1.86
H -2.23 4.75 1.96
H -0.88 6.68 2.77
H 1.57 6.61 2.69
H 2.76 4.62 1.80
H 4.85 1.08 -0.86
H 4.94 -0.06 -2.19
H 5.40 -0.57 -0.58
H 2.42 1.40 -1.84
H 1.29 0.04 -1.79
H 2.64 0.04 -2.93
H 3.78 -2.53 -0.62
H 3.52 -2.05 -2.29
H 2.14 -2.27 -1.22
C -0.16 0.69 5.13
C -0.23 1.06 3.67
O 0.02 -0.09 2.85
H -0.36 1.57 5.75
H 0.83 0.31 5.39
H -0.90 -0.07 5.38
H 0.53 1.78 3.39
H -1.20 1.51 3.42
H -0.46 -0.86 3.19
O -0.22 -2.52 1.46
C -0.10 -2.93 0.27
O 0.00 -2.15 -0.70
C -0.06 -4.42 0.02
C -0.32 -5.30 1.06
C -0.26 -6.65 0.80
C 0.04 -7.19 -0.43
C 0.29 -6.27 -1.43
C 0.25 -4.90 -1.24
N 0.63 -6.79 -2.80
O 0.94 -5.98 -3.63
O 0.68 -8.00 -2.92
N -0.55 -7.61 1.93
O -0.86 -7.13 2.99
O -0.49 -8.79 1.67
H -0.55 -4.92 2.05
H 0.08 -8.25 -0.61
H 0.45 -4.22 -2.05
```

Calculated values
expectation value of S²	0.888
calculated total energy	-105945.71108	eV
net charge	0
spin multiplicity	2

Here are the Mulliken charges for atoms 1 to 99, given in e: atom 1 (Mn): 0.59, atom 2 (C): -1.96, atom 3 (C): 1.87, atom 4 (C): -1.72, atom 5 (C): -1.72, atom 6 (P): 1.58, atom 7 (C): -1.88, atom 8 (N): 0.53, atom 9 (B): -0.27, atom 10 (N): 0.50, atom 11 (C): -2.41, atom 12 (P): 1.17, atom 13 (C): 2.15, atom 14 (C): -1.98, atom 15 (C): -1.51, atom 16 (C): -1.65, atom 17 (C): 2.23, atom 18 (C): -2.04, atom 19 (C): -1.62, atom 20 (C): -1.94, atom 21 (C): 0.59, atom 22 (C): -0.91, atom 23 (C): -0.82, atom 24 (C): -0.76, atom 25 (C): -0.84, atom 26 (C): 0.58, atom 27 (C): 2.19, atom 28 (C): -2.04, atom 29 (C): -1.76, atom 30 (C): -2.03, atom 31 (H): 0.57, atom 32 (H): 0.32, atom 33 (H): 0.25, atom 34 (H): 0.53, atom 35 (H): 0.35, atom 36 (H): 0.22, atom 37 (H): 0.71, atom 38 (H): 0.15, atom 39 (H): 0.19, atom 40 (H): 0.61, atom 41 (H): 0.42, atom 42 (H): 0.55, atom 43 (H): 0.68, atom 44 (H): 0.23, atom 45 (H): 0.31, atom 46 (H): 0.56, atom 47 (H): -0.05, atom 48 (H): 0.75, atom 49 (H): 0.17, atom 50 (H): 0.29, atom 51 (H): 0.30, atom 52 (H): 0.53, atom 53 (H): 0.34, atom 54 (H): 0.52, atom 55 (H): 0.29, atom 56 (H): 0.33, atom 57 (H): 0.06, atom 58 (H): 0.57, atom 59 (H): 0.24, atom 60 (H): 0.70, atom 61 (H): 0.20, atom 62 (H): 0.47, atom 63 (H): 0.39, atom 64 (H): 0.41, atom 65 (H): 0.48, atom 66 (H): 0.31, atom 67 (H): 0.51, atom 68 (H): 0.38, atom 69 (H): 0.23, atom 70 (H): -0.06, atom 71 (H): 0.71, atom 72 (H): 0.23, atom 73 (H): 0.62, atom 74 (H): 0.09, atom 75 (C): -1.69, atom 76 (C): 0.11, atom 77 (O): -0.27, atom 78 (H): 0.46, atom 79 (H): 0.30, atom 80 (H): 0.37, atom 81 (H): 0.24, atom 82 (H): 0.09, atom 83 (H): 0.08, atom 84 (O): -0.78, atom 85 (C): 0.93, atom 86 (O): -0.85, atom 87 (C): 0.54, atom 88 (C): -0.32, atom 89 (C): -0.34, atom 90 (C): -0.43, atom 91 (C): -0.62, atom 92 (C): -0.33, atom 93 (N): 1.06, atom 94 (O): -0.61, atom 95 (O): -0.63, atom 96 (N): 1.09, atom 97 (O): -0.62, atom 98 (O): -0.63, atom 99 (H): 0.70

***

no.,strongest force on any atom (eV/Å)
1,5.79
2,1.17